# 1
# ArH28O14

ArH28O14 as an isolated structure (ωB97M-V/def2-TZVPD, the OMol25 dataset).

Results
charge: 0
HOMO level: -0.366 Eh
LUMO level: -0.5 eV
ΔE to the lowest compared entry with this formula, charge and spin: 90.0 kJ/mol
gap between HOMO and LUMO: 9.4889 eV

Atoms and positions in Å:
1 H -1.79 -1.25 -2.15
2 H 1.89 3.40 -1.89
3 O 1.82 2.63 -1.32
4 O -3.12 -1.37 1.54
5 H 0.98 -3.17 -0.77
6 H 0.13 -1.70 4.47
7 H -2.46 -2.06 1.49
8 H -2.97 1.86 1.39
9 O 0.54 -1.98 3.66
10 H -3.18 2.27 -0.85
11 O 1.34 -2.53 -0.16
12 O -0.34 -0.39 -3.48
13 O 2.18 -1.27 -2.60
14 H 1.69 3.38 0.79
15 O 3.68 0.56 1.11
16 H 2.03 0.39 2.37
17 H 2.57 2.09 -1.55
18 H -2.60 -1.67 -0.94
19 Ar 0.02 0.37 0.20
20 H -1.62 -4.13 1.09
21 H 2.39 3.33 2.12
22 H 3.95 1.34 1.58
23 H 2.66 -1.92 -3.12
24 H -1.45 2.45 -2.25
25 H 4.04 0.66 0.23
26 H -3.33 0.47 0.91
27 H -0.44 -3.20 0.91
28 H 0.49 -0.74 -3.16
29 O -1.24 -3.31 1.41
30 H -3.74 2.37 -2.25
31 H -0.32 0.53 -3.24
32 O -2.61 -1.69 -1.90
33 O 1.68 0.31 3.26
34 O -3.15 1.35 0.60
35 H 0.06 2.39 -2.14
36 H 2.11 -1.66 -1.73
37 O -3.05 2.71 -1.69
38 H 2.02 -3.01 0.32
39 H -0.18 -2.11 3.05
40 H 1.32 -0.57 3.30
41 O -0.67 2.12 -2.70
42 O 1.73 3.82 1.64
43 H -3.08 -1.07 2.45

Mulliken charges in e: atom 1 (H): 0.354, atom 2 (H): 0.298, atom 3 (O): -0.564, atom 4 (O): -0.649, atom 5 (H): 0.325, atom 6 (H): 0.335, atom 7 (H): 0.359, atom 8 (H): 0.267, atom 9 (O): -0.696, atom 10 (H): 0.427, atom 11 (O): -0.745, atom 12 (O): -0.697, atom 13 (O): -0.669, atom 14 (H): 0.329, atom 15 (O): -0.598, atom 16 (H): 0.308, atom 17 (H): 0.229, atom 18 (H): 0.288, atom 19 (Ar): 0.015, atom 20 (H): 0.279, atom 21 (H): 0.286, atom 22 (H): 0.285, atom 23 (H): 0.288, atom 24 (H): 0.445, atom 25 (H): 0.280, atom 26 (H): 0.311, atom 27 (H): 0.351, atom 28 (H): 0.375, atom 29 (O): -0.638, atom 30 (H): 0.321, atom 31 (H): 0.433, atom 32 (O): -0.627, atom 33 (O): -0.661, atom 34 (O): -0.604, atom 35 (H): 0.316, atom 36 (H): 0.388, atom 37 (O): -0.731, atom 38 (H): 0.327, atom 39 (H): 0.320, atom 40 (H): 0.409, atom 41 (O): -0.749, atom 42 (O): -0.613, atom 43 (H): 0.293



# 2
# ArH30O15

ArH30O15 as an isolated structure (ωB97M-V/def2-TZVPD, the OMol25 dataset).

Results
charge: 0
HOMO level: -0.365 Eh
LUMO level: -0.2 eV
ΔE to the lowest compared entry with this formula, charge and spin: 75.6 kJ/mol
gap between HOMO and LUMO: 9.7669 eV

Atoms and positions in Å:
1 O -0.03 3.26 -1.53
2 O 1.43 -3.36 0.66
3 H 0.50 2.86 -0.84
4 H -2.67 -1.36 1.84
5 O -1.23 -1.49 3.13
6 O 1.33 -1.12 3.93
7 O -3.42 -1.61 1.31
8 H -2.46 0.72 -4.11
9 H 1.79 3.39 1.27
10 O -2.61 0.64 -3.17
11 H 1.22 -1.33 -4.05
12 H 1.30 -0.69 4.78
13 H 0.33 0.69 -3.75
14 O -0.98 -3.93 1.71
15 O 2.74 0.35 1.77
16 H -1.73 2.23 2.48
17 H -1.12 -4.62 2.37
18 H 0.67 -3.78 1.07
19 H 2.40 1.62 -0.98
20 O 0.43 -1.29 -3.52
21 O -1.54 2.90 1.82
22 H -1.97 2.58 1.02
23 H 0.33 3.08 1.49
24 H -1.15 -3.11 2.17
25 O 0.50 1.64 -3.76
26 H 0.00 1.96 -4.51
27 H -3.80 -2.36 1.76
28 Ar -0.07 -0.03 -0.05
29 H -2.44 -0.29 -2.98
30 H 1.97 0.81 1.43
31 H 0.05 2.66 -2.27
32 H 1.96 -4.09 0.33
33 H 1.78 -0.50 3.36
34 H -0.29 -1.62 3.23
35 O 1.09 2.79 1.00
36 H -1.40 -0.64 3.54
37 O -2.76 2.24 -0.60
38 O 3.21 2.00 -1.31
39 H 3.48 1.42 -2.02
40 H -3.59 1.76 -0.65
41 H 1.90 -2.00 -0.79
42 H 3.24 1.02 2.23
43 O 2.31 -1.67 -1.59
44 H -2.27 1.95 -1.37
45 H 0.00 -2.14 -3.65
46 H 1.58 -1.53 -2.20

Mulliken charges in e: atom 1 (O): -0.606, atom 2 (O): -0.620, atom 3 (H): 0.267, atom 4 (H): 0.351, atom 5 (O): -0.722, atom 6 (O): -0.700, atom 7 (O): -0.599, atom 8 (H): 0.276, atom 9 (H): 0.259, atom 10 (O): -0.579, atom 11 (H): 0.325, atom 12 (H): 0.297, atom 13 (H): 0.345, atom 14 (O): -0.698, atom 15 (O): -0.663, atom 16 (H): 0.300, atom 17 (H): 0.318, atom 18 (H): 0.363, atom 19 (H): 0.288, atom 20 (O): -0.732, atom 21 (O): -0.683, atom 22 (H): 0.368, atom 23 (H): 0.299, atom 24 (H): 0.449, atom 25 (O): -0.644, atom 26 (H): 0.294, atom 27 (H): 0.289, atom 28 (Ar): 0.064, atom 29 (H): 0.293, atom 30 (H): 0.297, atom 31 (H): 0.415, atom 32 (H): 0.286, atom 33 (H): 0.376, atom 34 (H): 0.335, atom 35 (O): -0.501, atom 36 (H): 0.258, atom 37 (O): -0.619, atom 38 (O): -0.581, atom 39 (H): 0.296, atom 40 (H): 0.298, atom 41 (H): 0.343, atom 42 (H): 0.293, atom 43 (O): -0.631, atom 44 (H): 0.271, atom 45 (H): 0.270, atom 46 (H): 0.392



# 3
# As2F12O4RbS

As2F12O4RbS as an isolated structure (ωB97M-V/def2-TZVPD, the OMol25 dataset).

Results
charge: -3
HOMO level: 0.053 Eh
LUMO level: 6.2 eV
ΔE to the lowest compared entry with this formula, charge and spin: 0.0 kJ/mol
gap between HOMO and LUMO: 4.7850 eV

Atoms and positions in Å:
1 O -2.40 -0.80 2.93
2 F -1.17 -0.47 -1.29
3 F 2.01 -1.83 0.46
4 O -3.33 0.85 4.51
5 F -1.64 2.22 -3.46
6 O -4.37 0.51 2.34
7 As -1.41 0.88 -2.36
8 F -2.54 -0.06 -3.29
9 F 5.17 -0.66 -0.44
10 F -2.68 1.43 -1.37
11 F 3.01 0.36 0.21
12 F 4.10 -1.31 1.65
13 F 3.13 -1.22 -1.67
14 F 4.14 -2.90 -0.21
15 As 3.60 -1.26 -0.01
16 O -2.14 1.54 2.49
17 F -0.12 0.33 -3.38
18 F -0.23 1.83 -1.50
19 S -3.09 0.53 3.08
20 Rb -0.05 0.03 1.32

Mulliken charges in e: atom 1 (O): -0.836, atom 2 (F): -0.485, atom 3 (F): -0.499, atom 4 (O): -0.802, atom 5 (F): -0.540, atom 6 (O): -0.746, atom 7 (As): 2.031, atom 8 (F): -0.523, atom 9 (F): -0.521, atom 10 (F): -0.446, atom 11 (F): -0.486, atom 12 (F): -0.509, atom 13 (F): -0.476, atom 14 (F): -0.517, atom 15 (As): 2.032, atom 16 (O): -0.823, atom 17 (F): -0.509, atom 18 (F): -0.495, atom 19 (S): 1.259, atom 20 (Rb): 0.891



# 4
# As2F12Rb

As2F12Rb as an isolated structure (ωB97M-V/def2-TZVPD, the OMol25 dataset).

Results
charge: -1
HOMO level: -0.347 Eh
LUMO level: 0.4 eV
ΔE to the lowest compared entry with this formula, charge and spin: 256.1 kJ/mol
gap between HOMO and LUMO: 9.8109 eV

Atoms and positions in Å:
1 F 6.83 23.36 -0.29
2 F 7.52 24.45 -2.47
3 F 16.33 30.14 0.27
4 As 15.82 28.44 -0.01
5 F 16.55 28.31 -1.63
6 F 9.32 23.64 -0.76
7 F 6.61 26.03 -0.72
8 F 8.23 25.04 1.01
9 F 17.33 28.02 0.88
10 F 15.38 26.70 -0.25
11 F 9.04 26.11 -1.14
12 As 7.96 24.75 -0.73
13 F 15.02 28.48 1.59
14 F 14.30 29.09 -0.78
15 Rb 12.60 26.55 -3.38

Mulliken charges in e: atom 1 (F): -0.515, atom 2 (F): -0.503, atom 3 (F): -0.493, atom 4 (As): 1.975, atom 5 (F): -0.484, atom 6 (F): -0.468, atom 7 (F): -0.521, atom 8 (F): -0.471, atom 9 (F): -0.489, atom 10 (F): -0.507, atom 11 (F): -0.511, atom 12 (As): 1.988, atom 13 (F): -0.476, atom 14 (F): -0.519, atom 15 (Rb): 0.992



# 5
# AsB2F6H8Sn

AsB2F6H8Sn as an isolated structure (ωB97M-V/def2-TZVPD, the OMol25 dataset).

Results
charge: -1
HOMO level: -0.237 Eh
LUMO level: -0.1 eV
ΔE to the lowest compared entry with this formula, charge and spin: 238.2 kJ/mol
gap between HOMO and LUMO: 6.3862 eV

Atoms and positions in Å:
1 H 23.38 4.54 17.53
2 H 21.68 5.38 17.13
3 H 19.48 5.40 16.71
4 F 20.01 3.39 22.11
5 F 22.38 3.30 22.88
6 F 21.87 3.35 20.48
7 F 21.00 5.42 23.21
8 H 18.46 4.16 17.67
9 B 22.82 5.46 17.16
10 H 23.20 5.76 16.13
11 B 19.13 5.08 17.75
12 As 21.44 4.38 21.83
13 Sn 20.85 7.46 18.60
14 F 22.86 5.37 21.51
15 H 23.17 6.29 17.91
16 F 20.54 5.52 20.78
17 H 18.60 5.98 18.27
18 H 19.96 4.76 18.47

Mulliken charges in e: atom 1 (H): -0.152, atom 2 (H): -0.287, atom 3 (H): -0.209, atom 4 (F): -0.480, atom 5 (F): -0.514, atom 6 (F): -0.462, atom 7 (F): -0.507, atom 8 (H): -0.122, atom 9 (B): 0.516, atom 10 (H): -0.178, atom 11 (B): 0.302, atom 12 (As): 1.957, atom 13 (Sn): 0.878, atom 14 (F): -0.496, atom 15 (H): -0.293, atom 16 (F): -0.464, atom 17 (H): -0.284, atom 18 (H): -0.205



# 6
# AsBF6H4Sn

AsBF6H4Sn as an isolated structure (ωB97M-V/def2-TZVPD, the OMol25 dataset).

Results
charge: 0
HOMO level: -0.444 Eh
LUMO level: -4.8 eV
ΔE to the lowest compared entry with this formula, charge and spin: 41.4 kJ/mol
gap between HOMO and LUMO: 7.2629 eV

Atoms and positions in Å:
1 F -0.13 3.33 -2.12
2 F 1.71 1.74 -2.03
3 As 0.79 2.60 -0.82
4 F 1.98 3.87 -0.85
5 B -0.71 -3.41 1.26
6 H -1.86 -3.07 1.31
7 H -0.04 -2.54 1.67
8 F 1.66 1.85 0.48
9 F -0.38 1.23 -0.83
10 F -0.20 3.48 0.30
11 H -0.57 -4.36 1.91
12 Sn -1.78 -1.10 -0.41
13 H -0.44 -3.62 0.13

Mulliken charges in e: atom 1 (F): -0.468, atom 2 (F): -0.472, atom 3 (As): 1.966, atom 4 (F): -0.493, atom 5 (B): 0.209, atom 6 (H): -0.212, atom 7 (H): -0.143, atom 8 (F): -0.463, atom 9 (F): -0.548, atom 10 (F): -0.455, atom 11 (H): -0.038, atom 12 (Sn): 1.293, atom 13 (H): -0.177



# 7
# AsCsF6

AsCsF6 as an isolated structure (ωB97M-V/def2-TZVPD, the OMol25 dataset).

Results
charge: 0
HOMO level: -0.444 Eh
LUMO level: -1.2 eV
ΔE to the lowest compared entry with this formula, charge and spin: 22.5 kJ/mol
gap between HOMO and LUMO: 10.9344 eV

Atoms and positions in Å:
1 F -0.56 1.03 -0.78
2 F -0.98 0.57 1.64
3 Cs 1.86 2.13 -2.09
4 As -0.27 -0.32 0.31
5 F 0.10 -1.66 1.35
6 F 1.31 0.34 0.69
7 F 0.40 -1.16 -1.07
8 F -1.85 -0.94 -0.05

Mulliken charges in e: atom 1 (F): -0.528, atom 2 (F): -0.477, atom 3 (Cs): 1.013, atom 4 (As): 1.925, atom 5 (F): -0.475, atom 6 (F): -0.505, atom 7 (F): -0.480, atom 8 (F): -0.472



# 8
# AsF6H14O7

AsF6H14O7 as an isolated structure (ωB97M-V/def2-TZVPD, the OMol25 dataset).

Results
charge: -1
HOMO level: -0.300 Eh
LUMO level: 2.9 eV
ΔE to the lowest compared entry with this formula, charge and spin: 0.0 kJ/mol
gap between HOMO and LUMO: 11.0103 eV

Atoms and positions in Å:
1 F 1.04 1.62 -1.33
2 F -0.60 -0.30 -1.84
3 H 2.87 2.46 -3.05
4 O -3.21 -0.86 -2.87
5 H 1.64 1.57 -3.07
6 H 1.51 2.47 2.03
7 O 0.71 -1.50 3.16
8 O 2.35 1.92 -3.64
9 F 1.20 0.79 0.93
10 O 1.58 2.88 2.91
11 As 0.29 0.27 -0.46
12 O -3.56 0.69 0.93
13 F 1.63 -0.71 -0.95
14 H 1.15 -1.25 2.34
15 F -0.41 -1.00 0.55
16 H -3.07 -1.18 -0.10
17 O -2.78 -2.10 -0.12
18 H -3.41 0.22 1.75
19 O 3.17 -2.35 0.63
20 H -2.72 1.15 0.76
21 H -0.20 -1.68 2.90
22 H -2.62 -1.40 -2.33
23 H 3.80 -1.71 0.98
24 F -1.05 1.33 -0.01
25 H 2.52 2.84 3.11
26 H -1.84 -2.08 0.14
27 H 2.64 -1.84 -0.01
28 H -2.63 -0.25 -3.34

Mulliken charges in e: atom 1 (F): -0.596, atom 2 (F): -0.466, atom 3 (H): 0.282, atom 4 (O): -0.654, atom 5 (H): 0.427, atom 6 (H): 0.344, atom 7 (O): -0.664, atom 8 (O): -0.661, atom 9 (F): -0.459, atom 10 (O): -0.652, atom 11 (As): 2.066, atom 12 (O): -0.681, atom 13 (F): -0.575, atom 14 (H): 0.338, atom 15 (F): -0.581, atom 16 (H): 0.327, atom 17 (O): -0.693, atom 18 (H): 0.318, atom 19 (O): -0.663, atom 20 (H): 0.391, atom 21 (H): 0.312, atom 22 (H): 0.362, atom 23 (H): 0.297, atom 24 (F): -0.544, atom 25 (H): 0.293, atom 26 (H): 0.394, atom 27 (H): 0.429, atom 28 (H): 0.309